# 1
ORCA calculation (ωB97M-V/def2-TZVPD) on an isolated molecule of C6H15NO2 at a distorted geometry.

Summary:
Highest occupied orbital energy   -0.2994 Eh
HOMO-LUMO gap   8.95 eV
Energy relative to the best compared isomer or geometry (same formula, charge and spin)   71.80 kcal per mole
Total energy   -442.76678 Eh
SMILES   C[C@@H](O)[C@H](N)[C@@H](C)CO

Each line ends with the Mulliken charge.
Atoms and positions in Å:
C1 0.052 -0.529 0.517  -0.33
C2 1.755 -0.034 -0.107  0.18
C3 -0.816 0.528 0.015  0.16
C4 -2.412 0.006 0.808  -0.68
C5 2.201 1.402 0.043  -1.48
C6 -1.045 0.659 -1.476  -1.51
N1 -0.229 -1.870 0.102  -0.52
O1 2.576 -0.944 0.632  -0.52
O2 -3.014 -1.034 0.076  -0.55
H1 3.346 -0.483 0.998  0.31
H2 -2.320 -1.685 -0.133  0.41
H3 0.193 -0.495 1.599  0.40
H4 1.810 -0.352 -1.152  0.25
H5 -0.619 1.481 0.503  0.44
H6 -0.247 -2.497 0.904  0.25
H7 0.472 -2.230 -0.545  0.24
H8 -3.048 0.890 0.747  0.38
H9 -2.274 -0.270 1.858  0.35
H10 3.288 1.509 -0.087  0.48
H11 1.962 1.792 1.039  0.36
H12 1.723 2.040 -0.704  0.32
H13 -2.112 0.766 -1.697  0.42
H14 -0.543 1.544 -1.870  0.33
H15 -0.701 -0.193 -2.068  0.31

# 2
ORCA calculation (ωB97M-V/def2-TZVPD) on an isolated molecule of C6H15NO5Si at a distorted geometry.

Summary:
Highest occupied orbital energy   -0.3322 Eh
HOMO-LUMO gap   9.90 eV
Energy relative to the best compared isomer or geometry (same formula, charge and spin)   71.91 kcal per mole
Total energy   -958.05976 Eh
SMILES   CC/C=[N+](\[O-])O[Si](OC)(OC)OC

Each line ends with the Mulliken charge.
Atoms and positions in Å:
C1 -4.714 -0.673 -0.649  -1.18
C2 1.726 2.516 -0.040  -0.55
C3 1.709 -0.475 2.644  -0.64
C4 3.628 -1.468 -1.256  -0.70
C5 -3.560 0.266 -0.483  -0.22
C6 -2.220 -0.386 -0.731  -0.49
N1 -1.135 0.022 -0.188  0.64
O1 0.084 -0.748 -0.425  -0.22
O2 -0.958 1.025 0.496  -0.74
O3 1.907 1.310 -0.732  -0.28
O4 2.105 0.115 1.437  -0.23
O5 2.382 -1.435 -0.671  -0.35
Si1 1.590 -0.115 -0.099  0.54
H1 -4.659 -1.151 -1.578  0.37
H2 -4.796 -1.376 0.170  0.34
H3 -5.660 -0.012 -0.609  0.29
H4 2.248 2.293 0.864  0.30
H5 0.669 2.813 0.215  0.17
H6 1.981 3.360 -0.588  0.31
H7 0.663 -0.708 2.664  0.31
H8 1.940 0.223 3.468  0.23
H9 2.382 -1.415 2.751  0.20
H10 4.329 -1.479 -0.441  0.30
H11 3.934 -0.715 -2.042  0.26
H12 3.732 -2.343 -1.859  0.27
H13 -3.502 0.790 0.401  0.42
H14 -3.569 1.021 -1.347  0.21
H15 -2.236 -1.254 -1.368  0.44

# 3
ORCA calculation (ωB97M-V/def2-TZVPD) on a structure of composition C6H15NSi at a distorted geometry.

Summary:
Highest occupied orbital energy   -0.2908 Eh
HOMO-LUMO gap   8.86 eV
Energy relative to the best compared isomer or geometry (same formula, charge and spin)   34.50 kcal per mole
Total energy   -581.78943 Eh

Each line ends with the Mulliken charge.
Atoms and positions in Å:
C1 2.117 0.462 0.121  -0.74
C2 1.896 -1.088 0.070  -0.39
C3 1.115 1.268 -0.715  -0.46
C4 0.756 -1.439 0.930  -1.20
C5 -0.150 1.772 0.098  -0.92
C6 -2.631 -0.694 -1.107  -0.59
N1 -2.559 -0.318 0.296  -0.22
Si1 -1.050 0.197 0.996  0.44
H1 2.109 0.780 1.186  0.35
H2 3.259 0.763 -0.066  0.34
H3 1.788 -1.209 -1.018  0.27
H4 2.838 -1.567 0.381  0.33
H5 1.714 2.081 -1.189  0.32
H6 0.656 0.683 -1.480  0.26
H7 0.310 -2.332 0.538  0.36
H8 0.904 -1.505 1.959  0.44
H9 -0.049 2.582 0.818  0.45
H10 -0.833 2.204 -0.715  0.32
H11 -3.573 -0.376 -1.622  0.28
H12 -1.830 -0.069 -1.498  0.15
H13 -2.489 -1.809 -1.352  0.22
H14 -3.126 -0.757 1.017  0.23
H15 -1.173 0.371 2.350  -0.25

# 4
ORCA calculation (ωB97M-V/def2-TZVPD) on a cluster of 2 separate species, C6H15O2 in total at a distorted geometry.

Summary:
Highest occupied orbital energy   -0.0796 Eh
HOMO-LUMO gap   5.44 eV
Net charge   -1
Energy relative to the best compared isomer or geometry (same formula, charge and spin)   37.24 kcal per mole
Total energy   -388.03723 Eh

Each line ends with the Mulliken charge.
Atoms and positions in Å:
C1 -1.761 1.975 -1.195  -0.14
O1 -2.417 2.820 -0.421  -0.91
C2 -1.381 0.642 -0.379  -0.97
C3 -0.009 -0.053 -0.622  0.68
C4 1.089 1.020 -0.558  -1.72
C5 0.252 -1.102 0.540  -0.32
C6 0.205 -2.549 0.075  -0.99
H1 -2.315 1.636 -2.124  0.14
H2 -0.794 2.440 -1.540  -0.02
H3 -1.537 0.898 0.663  0.29
H4 -2.182 0.003 -0.765  0.32
H5 0.054 -0.522 -1.605  0.25
H6 2.099 0.604 -0.616  0.39
H7 0.889 1.867 -1.211  0.43
H8 0.947 1.541 0.405  0.34
H9 -0.449 -0.831 1.362  0.25
H10 1.197 -0.828 1.075  -0.04
H11 0.970 -3.170 0.540  0.30
H12 0.431 -2.684 -0.991  0.35
H13 -0.799 -3.002 0.222  0.28
H14 2.555 -1.513 2.719  0.35
H15 2.615 -2.026 1.276  0.41
O2 3.097 -2.050 2.113  -0.67

# 5
ORCA calculation (ωB97M-V/def2-TZVPD) on a cluster of 2 separate species, C6H15O2 in total at a distorted geometry.

Summary:
Highest occupied orbital energy   -0.0875 Eh
HOMO-LUMO gap   5.07 eV
Net charge   -1
Energy relative to the best compared isomer or geometry (same formula, charge and spin)   20.66 kcal per mole
Total energy   -388.06364 Eh

Each line ends with the Mulliken charge.
Atoms and positions in Å:
C1 0.265 -2.335 -1.342  -0.74
O1 1.572 -2.158 -1.665  -0.88
C2 -0.259 -1.225 -0.407  -0.89
C3 0.011 0.151 -1.022  0.89
C4 -1.285 1.003 -0.979  -1.87
C5 1.120 0.929 -0.278  -0.75
C6 2.503 0.633 -0.902  -1.12
H1 -0.423 -2.297 -2.243  0.22
H2 0.101 -3.352 -0.913  0.35
H3 -1.322 -1.369 -0.234  0.41
H4 0.203 -1.378 0.573  0.29
H5 0.253 0.026 -2.074  0.25
H6 -1.157 1.902 -1.580  0.46
H7 -2.095 0.454 -1.475  0.49
H8 -1.591 1.275 0.034  0.31
H9 1.087 0.599 0.762  0.34
H10 0.940 2.004 -0.361  0.32
H11 2.516 -0.418 -1.196  0.25
H12 3.327 0.889 -0.229  0.36
H13 2.595 1.251 -1.802  0.29
H14 -2.552 1.559 5.172  0.33
H15 -2.696 0.524 6.241  0.32
O2 -3.110 1.331 5.920  -0.65

# 6
ORCA calculation (ωB97M-V/def2-TZVPD) on a structure of composition C6H15O3 at a distorted geometry.

Summary:
Highest occupied orbital energy (alpha / beta)   -0.3533 / -0.3530 Eh
HOMO-LUMO gap (alpha / beta)   10.24 / 6.35 eV
Energy relative to the best compared isomer or geometry (same formula, charge and spin)   0.00 kcal per mole
Total energy   -463.20644 Eh
Multiplicity   2

Each line ends with the Mulliken spin population.
Atoms and positions in Å:
C1 -0.912 -0.658 -1.578  0.01
O1 -2.056 -1.150 -0.990  0.84
C2 -0.831 0.877 -1.389  0.10
C3 0.608 1.343 -1.153  0.01
C4 1.072 0.987 0.233  0.00
C5 1.952 0.017 0.434  0.00
C6 0.457 1.765 1.364  0.00
H1 -0.937 -0.938 -2.634  0.03
H2 -0.036 -1.168 -1.145  -0.01
H3 -1.518 1.126 -0.583  -0.01
H4 -1.247 1.374 -2.270  0.00
H5 0.641 2.427 -1.292  0.01
H6 1.260 0.933 -1.925  0.00
H7 2.280 -0.299 1.412  0.00
H8 2.398 -0.527 -0.387  0.00
H9 0.998 1.612 2.294  0.00
H10 -0.587 1.468 1.507  0.00
H11 0.459 2.842 1.157  0.00
H12 0.778 -3.025 0.620  0.00
H13 -0.352 -2.421 1.524  0.00
O2 0.541 -2.884 1.547  0.00
H14 -1.453 -0.705 1.675  0.00
H15 -1.875 -1.410 0.252  -0.01
O3 -1.640 -1.587 1.329  0.03

# 7
ORCA calculation (ωB97M-V/def2-TZVPD) on a cluster of 2 separate species, C6H15O5P in total at a distorted geometry.

Summary:
Highest occupied orbital energy   -0.3336 Eh
HOMO-LUMO gap   9.78 eV
Energy relative to the best compared isomer or geometry (same formula, charge and spin)   115.15 kcal per mole
Total energy   -955.08257 Eh
SMILES   COP(=O)(OC)OC.CC(C)=O

Each line ends with the Mulliken charge.
Atoms and positions in Å:
C1 1.190 2.881 -1.860  -1.16
C2 -0.269 2.649 -1.670  0.77
O1 -0.982 2.365 -2.511  -0.50
C3 -0.919 2.780 -0.346  -0.80
H1 1.704 1.963 -1.620  0.20
H2 1.672 3.809 -1.536  0.36
H3 1.543 3.038 -2.898  0.36
H4 -1.735 2.118 -0.238  0.17
H5 -1.464 3.547 -0.029  0.42
H6 -0.018 2.443 0.191  0.21
C4 0.345 -2.488 3.335  -0.76
O2 0.487 -2.481 1.948  -0.40
P1 -0.224 -1.416 1.062  0.93
O3 -0.634 -0.222 1.881  -0.71
O4 0.806 -0.924 -0.055  -0.09
C5 1.655 -1.847 -0.773  -0.85
O5 -1.405 -1.765 0.147  -0.31
C6 -2.036 -0.832 -0.662  -0.30
H7 0.658 -1.597 3.404  0.45
H8 1.085 -3.092 3.857  0.26
H9 -0.717 -2.715 3.610  0.25
H10 1.124 -2.523 -1.238  0.43
H11 2.130 -2.453 0.043  0.32
H12 2.415 -1.403 -1.667  0.22
H13 -2.488 -1.292 -1.476  0.30
H14 -1.162 -0.138 -0.967  0.01
H15 -2.761 -0.407 0.067  0.23

# 8
ORCA calculation (ωB97M-V/def2-TZVPD) on a cluster of 2 separate species, C6H15PS3 in total at a distorted geometry.

Summary:
Highest occupied orbital energy (alpha / beta)   -0.3009 / -0.3058 Eh
HOMO-LUMO gap (alpha / beta)   5.85 / 6.84 eV
Energy relative to the best compared isomer or geometry (same formula, charge and spin)   57.95 kcal per mole
Total energy   -1773.40496 Eh

Each line ends with the Mulliken charge.
Atoms and positions in Å:
C1 0.417 0.125 3.046  -1.59
C2 -1.639 0.268 1.591  -1.28
C3 -0.652 -0.003 -1.918  -1.26
C4 1.688 0.901 -2.253  -1.56
C5 -0.047 0.522 1.676  0.60
C6 0.471 0.759 -1.228  0.49
P1 0.860 -0.297 0.315  0.13
S1 -0.415 -3.480 -0.307  -0.18
S2 4.254 -0.237 -0.247  -0.19
S3 2.887 0.316 1.042  -0.14
H1 0.362 -0.924 3.412  0.32
H2 1.511 0.442 3.246  0.34
H3 -0.093 0.669 3.834  0.46
H4 -2.179 0.115 2.557  0.37
H5 -1.813 -0.773 1.140  0.24
H6 -1.966 1.085 1.037  0.36
H7 -1.655 0.095 -1.497  0.32
H8 -0.716 0.375 -2.986  0.37
H9 -0.379 -1.093 -2.131  0.28
H10 1.970 -0.149 -2.547  0.36
H11 2.564 1.637 -1.926  0.27
H12 1.307 1.387 -3.159  0.49
H13 0.028 1.633 1.715  0.30
H14 0.372 1.808 -1.032  0.36
H15 -0.281 -4.849 -0.615  0.14

# 9
ORCA calculation (ωB97M-V/def2-TZVPD) on a cluster of 2 separate species, C6H16 in total at a distorted geometry.

Summary:
Highest occupied orbital energy   -0.3900 Eh
HOMO-LUMO gap   11.68 eV
Energy relative to the best compared isomer or geometry (same formula, charge and spin)   58.76 kcal per mole
Total energy   -238.10289 Eh
SMILES   CC(C)C.CC

Each line ends with the Mulliken charge.
Atoms and positions in Å:
C1 -2.051 -2.150 0.718  -0.72
C2 -0.994 -3.124 0.179  -0.71
H1 -2.500 -2.408 1.539  0.48
H2 -1.632 -1.137 0.847  -0.03
H3 -2.995 -2.040 0.024  0.24
H4 -0.449 -3.302 0.996  0.27
H5 -0.367 -2.563 -0.642  0.13
H6 -1.600 -3.897 -0.261  0.35
C3 1.006 1.681 -0.303  0.71
C4 0.420 0.897 -1.494  -1.45
C5 -0.121 2.397 0.543  -1.30
C6 1.963 0.616 0.362  -1.26
H7 1.641 2.467 -0.631  0.27
H8 -0.598 0.809 -1.352  0.42
H9 -0.850 3.082 -0.007  0.29
H10 -0.539 1.460 1.052  0.19
H11 0.204 2.991 1.302  0.44
H12 1.467 -0.317 0.460  0.29
H13 2.835 0.381 -0.405  0.28
H14 2.485 1.091 1.212  0.36
H15 1.151 0.075 -1.765  0.31
H16 0.413 1.406 -2.397  0.42

# 10
ORCA calculation (ωB97M-V/def2-TZVPD) on a structure of composition C6H16BBeBr2F2NO6S at a distorted geometry.

Summary:
Highest occupied orbital energy   -0.2946 Eh
HOMO-LUMO gap   1.85 eV
Total energy   -6529.69148 Eh

Each line ends with the Mulliken charge.
Atoms and positions in Å:
C1 -1.134 2.618 0.029  -1.07
C2 -0.829 1.198 -0.557  -0.15
O1 -0.773 0.234 0.511  -0.37
B1 0.311 -0.608 0.431  0.59
O2 0.940 -1.067 -0.740  -0.41
N1 0.861 -1.149 1.753  0.18
S1 -0.015 -2.579 2.306  -0.06
H1 -1.888 2.507 0.835  0.36
H2 -0.217 3.076 0.444  0.23
H3 -1.575 3.216 -0.786  0.35
H4 0.061 1.219 -1.208  0.23
H5 -1.713 0.942 -1.181  0.27
H6 0.479 -1.819 -1.115  0.30
H7 0.680 -0.406 2.527  0.33
H8 1.891 -1.298 1.683  0.08
H9 0.620 -2.860 3.499  0.19
F1 2.238 0.695 1.790  -0.72
Be1 3.603 -1.811 1.711  0.15
C3 -2.630 -6.232 2.154  -0.59
O3 -1.473 -5.480 2.467  -0.46
H10 -2.378 -7.291 2.154  0.30
H11 -3.410 -6.050 2.924  0.23
H12 -2.997 -5.952 1.169  0.30
H13 -1.728 -4.553 2.464  0.26
C4 2.334 3.976 -3.851  -0.46
C5 2.247 4.092 -2.356  0.31
O4 0.849 4.151 -2.130  -0.26
C6 0.270 3.458 -3.147  0.68
O5 -0.852 3.076 -3.141  -0.49
O6 1.143 3.252 -4.165  -0.33
F2 2.813 5.244 -1.916  -0.29
H14 2.310 4.949 -4.346  0.29
H15 3.220 3.435 -4.179  0.27
H16 2.671 3.245 -1.810  0.30
Br1 -0.605 0.236 3.817  -0.36
Br2 -5.324 -5.663 1.960  -0.17